# 1
Here is H4Na8O14S3 as an isolated structure in a non-equilibrium geometry from OMol25. Energies are from the ωB97M-V functional and the def2-TZVPD basis.

Each line ends with the Löwdin charge.
Cartesian coordinates (Å):
Na -1.178070 11.497439 9.972656  0.799
Na -0.111492 15.088231 14.524396  0.835
Na -1.964506 16.735850 12.342959  0.664
Na -4.365300 11.356338 11.778229  0.755
Na -0.108759 11.148568 15.213003  0.863
Na -3.221359 12.518697 14.568415  0.655
Na -2.966076 14.439371 10.756111  0.512
Na 0.805682 14.551527 10.393107  0.613
S -0.415547 16.859874 9.112571  0.199
O 0.730149 16.972490 10.041103  -0.426
O -0.882097 18.139649 8.611995  -0.319
O 0.040787 15.980270 8.026373  -0.385
O -1.527173 16.185182 9.832159  -0.441
S -4.926214 14.785156 13.188045  0.257
O -6.305385 15.197448 13.126450  -0.270
O -4.076138 15.666646 12.362088  -0.396
O -4.369027 14.728752 14.529610  -0.376
O -4.844543 13.391944 12.646951  -0.453
S -1.016679 13.003018 12.453914  0.303
O -1.019058 14.446135 12.142094  -0.318
O 0.082715 12.365828 11.750501  -0.329
O -0.937723 12.724132 13.897202  -0.401
O -2.274412 12.459734 11.979364  -0.349
O 1.627717 9.769943 10.987133  -0.029
H 2.407244 9.933287 10.437123  0.073
H 1.383246 10.631936 11.317085  -0.039
O 2.652347 11.943358 13.160013  -0.024
H 1.806314 12.171758 12.760405  -0.033
H 3.038758 12.788464 13.430040  0.061

Forces on atoms 1 to 3 (eV/Å):
0.47 -0.33 -0.42
-0.11 0.16 -0.09
-0.74 0.53 -1.39

- Energy above the lowest of the compared OMol25 structures with the same formula, charge and spin: 0.00 kJ/mol
- LUMO energy: -8.9 eV
- Kohn-Sham gap: 2.73 eV
- Charge: +2
- 2S+1: 1
- Highest occupied orbital energy: -11.64 eV

# 2
Here is the molecule C6H7NO2S3 in a non-equilibrium geometry from OMol25. Energies are from the ωB97M-V functional and the def2-TZVPD basis.

Each line ends with the Löwdin charge.
Cartesian coordinates (Å):
C -0.127102 -2.796146 2.818637  -0.425
S 0.816182 -2.351499 1.233312  0.911
C 0.163753 -0.681610 0.999542  -0.664
N -0.634355 -0.123788 1.815381  -0.326
S -1.089758 1.421935 1.429688  1.007
C -0.188832 1.258313 -0.099655  -0.855
S -0.266907 2.431412 -1.313099  0.843
C -1.538480 1.695050 -2.508670  -0.325
C 0.490691 0.082368 -0.185780  -0.228
C 1.096974 -0.630128 -1.356755  -0.440
O 0.948013 -1.848290 -1.472249  0.045
O 1.423967 0.146962 -2.433017  0.074
H 0.095060 -3.860638 3.085901  0.008
H 0.077118 -2.234995 3.859666  0.079
H -1.303229 -3.025667 2.668027  0.079
H -2.661285 1.876024 -2.116968  0.088
H -1.442912 2.401486 -3.346419  0.016
H -1.359451 0.619077 -2.867163  0.073
H 1.325058 1.105210 -2.350912  0.041

Forces on atoms 1 to 3 (eV/Å):
-1.66 -1.15 1.62
-1.72 0.43 2.09
0.86 -1.32 -0.81

- Energy above the lowest of the compared OMol25 structures with the same formula, charge and spin: 184.77 kJ/mol
- LUMO energy: -0.5 eV
- Kohn-Sham gap: 8.22 eV
- SMILES: CSc1nsc(SC)c1C(=O)O
- 2S+1: 1
- Highest occupied orbital energy: -8.68 eV

# 3
Here is an isolated ion of composition C6H11N and charge +1 in a non-equilibrium geometry from OMol25. Energies are from the ωB97M-V functional and the def2-TZVPD basis.

Each line ends with the Löwdin charge.
Cartesian coordinates (Å):
C 0.900921 1.603103 -1.104820  -0.014
N -1.867926 0.824891 -1.791540  0.196
C -1.268754 0.245453 -0.769675  -0.048
C 0.053420 0.565561 -0.431409  -0.197
C 0.672883 -0.076536 0.698507  -0.062
C 0.417479 -1.334846 1.143902  -0.061
C 1.169412 -1.848454 2.334133  -0.061
H 0.991852 2.479698 -0.466606  0.109
H 1.868114 1.105558 -1.201380  0.104
H 0.620000 1.915649 -2.106896  0.085
H -2.727634 0.474213 -2.188076  0.143
H -1.621408 1.784688 -1.991880  0.135
H -1.709033 -0.587560 -0.243351  0.136
H 1.171688 0.576392 1.406334  0.141
H -0.462455 -1.893671 0.853380  0.114
H 2.231101 -1.754324 2.095385  0.094
H 1.000842 -1.181826 3.182765  0.101
H 1.020449 -2.894568 2.572179  0.084

Forces on atoms 1 to 3 (eV/Å):
-0.01 -0.52 -0.03
-0.59 0.32 0.28
1.33 -0.55 -0.46

- Energy above the lowest of the compared OMol25 structures with the same formula, charge and spin: 23.71 kJ/mol
- LUMO energy (alpha / beta): -3.8 / -6.4 eV
- Kohn-Sham gap (alpha / beta): 9.22 / 7.70 eV
- Charge: +1
- 2S+1: 2
- Highest occupied orbital energy (alpha / beta): -13.05 / -14.13 eV
- Expectation value of S²: 0.7735

# 4
Here is a 2-piece molecular cluster, C24H32ClF9N3O4 overall in a non-equilibrium geometry from OMol25. Energies are from the ωB97M-V functional and the def2-TZVPD basis.

Each line ends with the Löwdin charge.
Cartesian coordinates (Å):
N -2.656531 2.163193 2.057731  0.154
C -1.835995 2.691409 1.253950  -0.236
C -1.847084 2.227596 -0.177881  -0.091
C -0.887429 1.084055 -0.506168  -0.291
C -1.198805 -0.143010 0.449597  -0.090
C -2.464677 -0.864278 0.078846  -0.211
N -2.453636 -2.073657 -0.297366  0.149
C 0.590272 1.314431 -0.269033  -0.091
C 1.170849 1.493393 1.079480  -0.085
C 2.203969 2.602561 1.243644  -0.177
C 2.638044 2.759134 2.705048  -0.150
C 3.480921 1.567445 3.168826  -0.237
O 2.686193 0.607270 3.856551  -0.049
N 1.199354 1.266110 -1.394486  0.036
C 2.649210 1.323985 -1.670408  -0.051
C 3.422625 0.207757 -1.000478  -0.040
C 3.011442 -1.165404 -1.467005  -0.428
F 3.149685 -1.231843 -2.812026  0.141
F 1.692883 -1.395374 -1.221428  0.131
C 3.770763 -2.327672 -0.797048  -0.362
F 3.335230 -3.490623 -1.298900  0.185
F 3.421758 -2.293066 0.515964  0.148
C 5.316875 -2.273792 -0.853953  -0.344
F 5.782380 -1.291212 -0.060429  0.164
F 5.737905 -3.445643 -0.334510  0.173
C 5.948546 -2.175365 -2.275314  -0.515
F 5.262145 -2.925148 -3.145986  0.192
F 6.004077 -0.898782 -2.683082  0.173
F 7.205596 -2.644245 -2.197149  0.187
C 0.312216 1.130842 -2.552358  -0.040
C -0.972364 0.502037 -1.939888  -0.200
C -2.161659 0.966654 -2.774063  -0.140
C -2.127205 0.256798 -4.105598  -0.764
O -2.345011 -0.927578 -4.220224  0.082
Cl -1.696499 1.296759 -5.476389  0.698
H -2.561190 2.581327 2.983234  0.075
H -1.148010 3.479884 1.556273  0.119
H -2.846471 1.854353 -0.355163  0.120
H -1.724445 3.082060 -0.839022  0.130
H -0.352718 -0.818932 0.371235  0.113
H -1.250401 0.177245 1.485351  0.111
H -3.430200 -0.389707 0.141901  0.102
H -1.503315 -2.442999 -0.306874  0.058
H 1.546845 0.538921 1.430845  0.134
H 0.332676 1.733581 1.720134  0.110
H 1.810906 3.542235 0.867831  0.126
H 3.106700 2.410934 0.681027  0.089
H 1.783727 2.883824 3.355485  0.122
H 3.297925 3.618189 2.714935  0.118
H 3.933992 1.087499 2.302335  0.107
H 4.286703 1.885785 3.818079  0.120
H 2.637068 -0.207755 3.364769  0.072
H 2.793025 1.271200 -2.736902  0.137
H 3.045443 2.277194 -1.356978  0.133
H 3.387953 0.238228 0.080583  0.112
H 4.465235 0.341665 -1.260775  0.134
H 0.050933 2.160290 -2.800034  0.146
H 0.744662 0.681038 -3.430872  0.141
H -0.780198 -0.558746 -1.997292  0.143
H -3.074130 0.713657 -2.249746  0.132
H -2.126466 2.044491 -2.851788  0.107
O -6.252337 0.274221 1.742166  0.121
C -6.141929 -0.914364 1.726538  -0.486
O -5.153284 -1.538021 1.035371  -0.025
C -5.326737 -2.969702 1.104089  -0.156
C -6.176323 -3.203928 2.346798  -0.149
C -7.035572 -1.940848 2.390894  -0.070
H -5.822129 -3.299261 0.189542  0.130
H -4.351210 -3.440662 1.161672  0.108
H -6.745959 -4.129491 2.305432  0.117
H -5.536696 -3.241991 3.229762  0.118
H -7.945744 -2.042101 1.798532  0.134
H -7.284373 -1.634051 3.402166  0.126

Forces on atoms 1 to 3 (eV/Å):
0.26 0.22 0.10
-0.36 -0.21 0.06
0.11 0.41 -0.10

- LUMO energy: -3.7 eV
- Kohn-Sham gap: 8.22 eV
- Charge: +1
- 2S+1: 1
- Highest occupied orbital energy: -11.94 eV